Entry 1:
One molecule with the formula C6H15NO at a distorted geometry. Source: the Open Molecules 2025 dataset; level of theory: ωB97M-V with the def2-TZVPD basis set.

Properties
Spin multiplicity: 1

Positions of all 23 atoms, in Å:
C: 0.78 -0.06 0.09
C: -1.71 0.03 0.65
C: 0.85 0.27 -1.40
C: 0.98 1.19 0.94
C: 1.97 -1.09 0.44
C: -2.30 0.71 -0.58
N: -0.42 -0.76 0.51
O: -0.66 -1.88 -0.35
H: -0.63 -2.65 0.24
H: -2.42 -0.73 1.01
H: -1.55 0.74 1.46
H: 0.24 1.13 -1.65
H: 0.52 -0.58 -1.99
H: 1.88 0.50 -1.67
H: 0.27 1.97 0.68
H: 0.87 0.95 2.00
H: 1.98 1.58 0.77
H: 2.92 -0.61 0.27
H: 1.89 -1.97 -0.21
H: 1.90 -1.40 1.48
H: -1.76 1.62 -0.84
H: -2.27 0.03 -1.43
H: -3.34 0.99 -0.40

***

Entry 2:
A 10-piece molecular cluster, C39H70BrN10O3P2 overall at a distorted geometry. Source: the Open Molecules 2025 dataset; level of theory: ωB97M-V with the def2-TZVPD basis set.

Properties
Total charge: -1
Spin multiplicity: 1

Positions of all 125 atoms, in Å:
N: 4.60 0.19 2.63
C: 3.81 0.77 2.03
O: 2.86 1.51 1.56
P: 2.87 1.47 -0.26
C: 1.05 2.07 -0.29
C: 0.53 2.60 1.06
O: -0.41 2.05 1.61
P: 3.71 3.53 -0.43
O: 5.37 3.27 -0.71
Br: 3.69 4.62 1.59
H: 4.24 0.97 -0.27
H: 2.85 1.40 -1.70
H: 2.45 0.08 -0.22
H: 0.40 1.22 -0.60
H: 0.96 2.84 -1.09
H: 0.94 3.49 1.58
H: 5.68 2.80 0.09
C: 1.55 -2.93 -0.56
C: 0.64 -3.03 -1.77
C: 1.41 -2.97 -3.09
C: 2.13 -1.67 -3.17
N: 2.70 -0.68 -3.22
H: 2.07 -1.97 -0.53
H: 0.97 -3.00 0.36
H: 2.30 -3.73 -0.55
H: -0.09 -2.22 -1.74
H: 0.09 -3.97 -1.72
H: 0.73 -3.06 -3.94
H: 2.14 -3.78 -3.16
C: 0.72 8.12 3.04
C: -0.33 8.32 1.94
C: -0.83 7.00 1.35
C: 0.29 6.25 0.74
N: 1.17 5.68 0.28
H: 1.61 7.63 2.65
H: 1.03 9.08 3.45
H: 0.32 7.51 3.85
H: 0.10 8.94 1.15
H: -1.18 8.87 2.36
H: -1.58 7.19 0.59
H: -1.28 6.38 2.13
C: 1.96 -2.67 5.33
C: 2.48 -1.26 5.11
C: 1.49 -0.36 4.37
C: 1.19 -0.92 3.03
N: 0.97 -1.35 2.00
H: 1.78 -3.19 4.39
H: 2.69 -3.26 5.89
H: 1.03 -2.66 5.91
H: 3.42 -1.31 4.55
H: 2.72 -0.81 6.08
H: 1.90 0.64 4.24
H: 0.56 -0.27 4.93
C: 2.34 -0.14 -6.68
C: 1.33 0.26 -7.76
C: -0.07 0.51 -7.21
C: -0.59 -0.73 -6.56
N: -0.98 -1.68 -6.06
H: 2.06 -1.07 -6.20
H: 3.33 -0.28 -7.12
H: 2.41 0.64 -5.92
H: 1.30 -0.53 -8.52
H: 1.68 1.16 -8.26
H: -0.75 0.79 -8.01
H: -0.06 1.31 -6.47
C: -5.38 0.76 -4.01
C: -4.29 0.07 -4.83
C: -3.15 -0.48 -3.96
C: -2.50 0.63 -3.23
N: -2.00 1.49 -2.66
H: -4.99 1.63 -3.48
H: -6.18 1.10 -4.66
H: -5.81 0.08 -3.28
H: -3.89 0.77 -5.56
H: -4.74 -0.76 -5.39
H: -2.41 -0.97 -4.59
H: -3.53 -1.21 -3.25
C: -9.03 1.67 -6.42
C: -10.24 2.11 -5.60
C: -9.92 2.26 -4.11
C: -9.46 0.97 -3.55
N: -9.10 -0.03 -3.12
H: -8.67 0.69 -6.12
H: -9.29 1.60 -7.48
H: -8.21 2.39 -6.33
H: -11.04 1.38 -5.73
H: -10.60 3.06 -5.98
H: -10.80 2.59 -3.57
H: -9.13 3.01 -3.96
C: -3.02 0.02 2.66
C: -4.20 0.44 3.52
C: -3.84 0.56 5.01
C: -3.37 -0.75 5.53
N: -3.01 -1.76 5.93
H: -2.65 -0.97 2.93
H: -3.31 -0.02 1.61
H: -2.19 0.73 2.75
H: -5.01 -0.28 3.39
H: -4.58 1.41 3.17
H: -4.72 0.87 5.58
H: -3.06 1.30 5.15
C: 8.85 -2.42 5.39
C: 7.88 -2.01 4.29
C: 6.46 -1.75 4.80
C: 5.91 -2.98 5.42
N: 5.49 -3.93 5.91
H: 8.55 -3.36 5.86
H: 9.85 -2.57 4.99
H: 8.90 -1.65 6.17
H: 7.86 -2.80 3.53
H: 8.25 -1.11 3.80
H: 5.81 -1.45 3.98
H: 6.46 -0.95 5.54
C: 3.06 -6.74 2.01
C: 2.11 -5.83 2.77
C: 0.63 -6.18 2.52
C: 0.31 -6.04 1.09
N: 0.05 -5.92 -0.02
H: 2.93 -6.65 0.93
H: 4.10 -6.48 2.23
H: 2.91 -7.79 2.28
H: 2.29 -4.80 2.48
H: 2.32 -5.91 3.84
H: -0.01 -5.51 3.10
H: 0.42 -7.21 2.84

***

Entry 3:
A 2-piece molecular cluster, C2H5ClO3S overall at a distorted geometry. Source: the Open Molecules 2025 dataset; level of theory: ωB97M-V with the def2-TZVPD basis set.

Properties
Spin multiplicity: 1

Positions of all 12 atoms, in Å:
C: 1.34 0.02 -0.31
C: -0.01 0.65 0.19
O: -1.87 0.03 -1.70
O: -0.49 -1.72 -0.64
O: -0.07 0.73 1.55
S: -1.24 -0.50 -0.54
Cl: -2.55 -0.83 1.05
H: 2.15 0.46 0.21
H: 1.31 -0.97 -0.11
H: 1.36 0.09 -1.50
H: -0.29 2.04 -0.23
H: 0.36 0.00 2.03

***

Entry 4:
An isolated ion of composition C17H26ClN2O2 and charge +1. Source: the Open Molecules 2025 dataset; level of theory: ωB97M-V with the def2-TZVPD basis set.

Properties
Total charge: +1
Spin multiplicity: 1

Positions of all 48 atoms, in Å:
C: -1.65 -3.85 0.55
C: -0.59 -3.27 1.09
C: 0.67 -2.97 0.33
H: 0.53 -3.16 -0.74
H: 1.47 -3.61 0.71
O: 1.01 -1.60 0.55
C: 2.25 -1.18 0.19
C: 3.14 -1.92 -0.59
C: 4.38 -1.40 -0.92
C: 4.75 -0.14 -0.49
C: 3.88 0.60 0.29
C: 2.63 0.10 0.63
C: 1.70 0.93 1.46
N: 0.85 1.75 0.57
H: 1.42 2.07 -0.22
C: 0.17 2.91 1.19
C: -0.95 3.36 0.26
H: -1.41 4.27 0.65
C: -2.04 2.28 0.14
N: -1.45 0.99 -0.27
C: -2.03 -0.19 0.39
H: -2.12 0.01 1.46
H: -1.33 -1.02 0.25
C: -3.38 -0.57 -0.20
O: -3.27 -0.81 -1.58
C: -2.81 0.33 -2.26
H: -2.74 0.07 -3.31
C: -1.44 0.77 -1.73
H: -1.12 1.68 -2.24
H: -0.72 -0.03 -1.93
H: -3.54 1.15 -2.15
H: -3.74 -1.51 0.24
H: -4.13 0.22 -0.01
H: -0.08 1.19 0.14
H: -2.81 2.61 -0.56
H: -2.51 2.15 1.11
H: -0.54 3.59 -0.73
H: -0.24 2.58 2.14
H: 0.88 3.72 1.38
H: 2.27 1.59 2.12
H: 1.05 0.30 2.06
H: 4.18 1.58 0.64
Cl: 6.29 0.51 -0.91
H: 5.06 -1.99 -1.52
H: 2.88 -2.90 -0.94
H: -0.57 -2.98 2.13
H: -2.52 -4.08 1.14
H: -1.68 -4.14 -0.48

***

Entry 5:
One molecule with the formula C21H21N3O6S at a distorted geometry. Source: the Open Molecules 2025 dataset; level of theory: ωB97M-V with the def2-TZVPD basis set.

Properties
Spin multiplicity: 1

Positions of all 52 atoms, in Å:
C: 4.87 -2.05 -1.34
H: 4.77 -0.97 -1.20
O: 3.79 -2.75 -0.78
C: 2.54 -2.53 -1.30
C: 2.25 -1.63 -2.32
C: 0.95 -1.47 -2.75
C: -0.09 -2.19 -2.17
C: 0.20 -3.10 -1.16
C: 1.51 -3.27 -0.74
H: 1.74 -3.98 0.04
H: -0.57 -3.70 -0.70
O: -1.34 -1.96 -2.69
C: -2.48 -2.01 -1.86
C: -2.65 -0.74 -1.01
O: -3.71 -0.18 -0.88
N: -1.50 -0.36 -0.41
C: -1.28 0.83 0.28
C: -1.89 2.07 0.23
C: -1.11 2.87 1.10
N: -0.10 2.18 1.62
N: -0.22 0.94 1.13
C: 0.64 -0.10 1.53
C: 2.01 0.08 1.52
C: 2.86 -0.94 1.90
C: 2.33 -2.17 2.30
C: 0.95 -2.34 2.33
C: 0.10 -1.32 1.95
H: -0.97 -1.46 1.99
H: 0.55 -3.29 2.67
O: 3.06 -3.24 2.69
C: 4.47 -3.17 2.60
H: 4.87 -2.40 3.26
H: 4.83 -4.15 2.93
H: 4.78 -3.00 1.57
H: 3.92 -0.78 1.88
H: 2.41 1.04 1.22
C: -1.46 4.29 1.23
H: -2.08 4.51 2.10
H: -0.62 4.96 1.16
S: -2.55 4.49 -0.26
O: -1.74 4.92 -1.37
O: -3.70 5.28 0.06
C: -2.99 2.71 -0.50
H: -3.97 2.55 -0.06
H: -3.01 2.49 -1.56
H: -0.68 -0.95 -0.51
H: -2.48 -2.89 -1.20
H: -3.34 -2.09 -2.53
H: 0.72 -0.78 -3.54
H: 3.03 -1.05 -2.79
H: 4.98 -2.27 -2.41
H: 5.76 -2.40 -0.82

***

Entry 6:
A 2-piece molecular cluster, C2H10NO overall at a distorted geometry. Source: the Open Molecules 2025 dataset; level of theory: ωB97M-V with the def2-TZVPD basis set.

Properties
Total charge: +1
Spin multiplicity: 1

Positions of all 14 atoms, in Å:
C: 0.29 -2.26 0.49
O: 0.15 -1.65 -0.74
H: 1.03 -1.57 -1.09
H: -0.64 -2.34 1.04
H: 0.75 -3.25 0.31
H: 1.02 -1.86 1.16
C: 0.26 2.06 -0.18
N: -0.97 1.17 -0.07
H: -1.28 1.10 0.95
H: -1.68 1.57 -0.72
H: -0.91 0.19 -0.58
H: 1.18 1.50 0.11
H: 0.41 2.94 0.50
H: 0.38 2.39 -1.20

***

| no. | E (eV) | LUMO (Ha) |
| --- | --- | --- |
| 1 | -10001.348 | 0.0335 |
| 2 | -151240.804 | 0.0654 |
| 3 | -31652.536 | -0.0005 |
| 4 | -37641.665 | -0.0823 |
| 5 | -49706.840 | 0.0146 |
| 6 | -5766.023 | -0.1406 |